The following is a DFT calculation (wB97M-V/def2-TZVPD) of a structure of composition C43H37ClN3O2Pd.

The spin multiplicity is 1. As for the net charge: -1.

Cartesian coordinates (Å):
Pd  0.304  -0.433  0.787
Cl  -4.393  -5.022  4.420
C  -3.492  -3.720  3.672
C  -3.646  -2.411  4.150
C  -2.948  -1.386  3.583
C  -2.032  -1.579  2.493
O  -1.408  -0.570  2.047
C  -1.922  -2.926  2.010
C  -1.145  -3.334  0.855
O  -0.533  -2.640  0.055
C  -2.648  -3.965  2.627
H  -4.322  -2.225  4.976
H  -3.055  -0.372  3.945
H  -1.166  -4.432  0.688
H  -2.537  -4.974  2.248
C  -3.242  -0.807  -5.505
C  -2.264  0.326  -5.595
C  -2.118  1.061  -6.762
C  -1.212  2.108  -6.856
C  -0.448  2.441  -5.749
C  -0.586  1.734  -4.565
C  -1.476  0.666  -4.484
N  -1.646  -0.082  -3.311
C  -0.786  -0.094  -2.204
N  0.528  -0.173  -2.552
C  1.748  -0.307  -1.827
C  1.856  -0.431  -0.431
C  3.149  -0.656  0.062
C  4.269  -0.716  -0.744
C  4.133  -0.532  -2.111
C  2.882  -0.327  -2.668
C  2.774  -0.146  -4.163
N  -1.221  -0.067  -1.008
C  -2.590  -0.064  -0.716
C  -3.369  -1.195  -0.942
C  -4.707  -1.214  -0.576
C  -5.270  -0.103  0.028
C  -4.484  1.017  0.272
C  -3.145  1.058  -0.082
C  -2.276  2.233  0.241
H  -3.693  -1.005  -6.477
H  -4.052  -0.589  -4.803
H  -2.754  -1.718  -5.154
H  -2.726  0.797  -7.620
H  -1.109  2.660  -7.781
H  0.252  3.265  -5.795
H  -0.009  2.013  -3.694
H  -2.602  -0.288  -3.059
H  0.644  -0.322  -3.540
H  3.272  -0.776  1.131
H  5.246  -0.892  -0.308
H  5.001  -0.550  -2.761
H  3.767  -0.141  -4.610
H  2.282  0.792  -4.435
H  2.214  -0.957  -4.645
H  -2.897  -2.073  -1.369
H  -5.297  -2.106  -0.742
H  -6.308  -0.113  0.331
H  -4.917  1.877  0.769
H  -2.832  2.984  0.801
H  -1.880  2.699  -0.666
H  -1.416  1.907  0.834
C  4.472  -1.259  6.174
C  4.802  -0.343  5.182
C  3.861  0.061  4.252
C  2.550  -0.439  4.281
C  2.248  -1.385  5.272
C  3.187  -1.781  6.208
C  1.511  -0.151  3.284
C  1.413  0.602  2.158
C  2.114  1.885  1.939
C  2.244  2.472  0.674
C  2.822  3.719  0.512
C  3.258  4.445  1.612
C  3.082  3.911  2.881
C  2.509  2.662  3.039
H  5.212  -1.572  6.901
H  5.807  0.059  5.129
H  4.151  0.754  3.476
H  1.253  -1.813  5.290
H  2.916  -2.510  6.962
H  0.626  -0.770  3.452
H  1.878  1.935  -0.188
H  2.921  4.132  -0.485
H  3.702  5.424  1.485
H  3.380  4.477  3.756
H  2.338  2.281  4.037

The following is a DFT calculation (wB97M-V/def2-TZVPD) of the ion C43H37NO2P with charge +1 at a distorted geometry.

The spin multiplicity is 1. As for the net charge: +1. The value obtained for the energy relative to the best compared isomer or geometry (same formula, charge and spin) is 0.0 kcal per mole.

Cartesian coordinates (Å):
C  -1.696  -6.140  -2.251
C  -0.792  -6.091  -1.184
C  -0.233  -4.875  -0.786
C  -0.580  -3.688  -1.460
P  0.311  -2.153  -1.136
C  1.854  -2.335  -2.085
C  2.847  -1.338  -2.015
C  3.980  -1.402  -2.828
C  4.143  -2.454  -3.736
C  3.169  -3.455  -3.807
C  2.047  -3.405  -2.977
C  -0.569  -0.781  -1.865
C  -1.602  -0.172  -1.142
C  -2.188  0.989  -1.625
C  -1.825  1.494  -2.876
C  -0.898  0.808  -3.661
C  -0.265  -0.328  -3.165
C  0.560  -2.069  0.754
C  1.983  -2.345  0.881
N  3.122  -2.564  0.832
C  -1.490  -3.741  -2.526
C  -2.041  -4.960  -2.921
H  -2.126  -7.096  -2.564
H  -0.513  -7.011  -0.667
H  0.490  -4.856  0.027
H  2.744  -0.523  -1.300
H  4.748  -0.632  -2.739
H  5.025  -2.493  -4.378
H  3.288  -4.285  -4.508
H  1.327  -4.221  -3.018
H  -1.912  -0.606  -0.190
H  -2.923  1.506  -1.015
H  -2.274  2.419  -3.233
H  -0.654  1.164  -4.661
H  0.469  -0.860  -3.774
H  -0.016  -2.971  1.034
H  -1.751  -2.835  -3.068
H  -2.732  -4.993  -3.765
C  1.905  6.448  -2.818
O  2.634  5.558  -1.943
C  1.931  4.721  -1.134
C  2.681  3.806  -0.358
C  2.036  2.866  0.420
C  0.629  2.795  0.476
C  -0.070  1.700  1.215
C  0.555  0.465  1.200
C  0.197  -0.904  1.718
C  0.899  -1.211  3.071
C  0.256  -1.936  4.083
C  1.023  -2.588  5.051
C  2.420  -2.485  5.029
C  3.029  -1.564  4.169
C  2.242  -0.861  3.247
C  -1.345  2.089  1.892
C  -1.539  3.438  2.320
C  -2.733  3.894  2.848
C  -3.835  3.007  2.970
O  -4.981  3.504  3.506
C  -6.124  2.649  3.648
C  -3.664  1.663  2.579
C  -2.443  1.229  2.066
C  -0.101  3.744  -0.272
C  0.519  4.707  -1.055
H  2.681  7.039  -3.305
H  1.336  5.879  -3.567
H  1.228  7.105  -2.253
H  3.766  3.848  -0.421
H  2.637  2.187  1.020
H  1.549  0.447  0.770
H  -0.873  -0.887  1.922
H  -0.838  -2.027  4.081
H  0.534  -3.236  5.786
H  3.026  -3.044  5.745
H  4.124  -1.458  4.142
H  2.701  -0.095  2.615
H  -0.731  4.169  2.215
H  -2.870  4.936  3.146
H  -6.903  3.303  4.035
H  -6.432  2.229  2.685
H  -5.933  1.841  4.361
H  -4.506  0.973  2.659
H  -2.379  0.199  1.729
H  -1.192  3.733  -0.266
H  -0.074  5.424  -1.629

Number 1: HOMO energy -3.77 eV, frontier orbital gap 6.164 eV. Number 2: HOMO energy -9.85 eV, frontier orbital gap 7.187 eV.